Entry 1:
{"formula": "C25H54F3N7O9", "method": "the ωB97M-V functional and the def2-TZVPD basis", "e_lumo_ev": 0.25, "homo_lumo_gap_ha": 0.32564, "smiles": "CCOC(=O)C(F)(F)F.CN(C)C=O.CN(C)C=O.CN(C)C=O.CN(C)C=O.CN(C)C=O.CN(C)C=O.CN(C)C=O", "multiplicity": 1, "mol_weight_g_mol": 653.7, "e_homo_ha": -0.3165, "symbols": ["C", "C", "O", "C", "O", "C", "F", "F", "F", "H", "H", "H", "H", "H", "C", "N", "C", "C", "O", "H", "H", "H", "H", "H", "H", "H", "C", "N", "C", "C", "O", "H", "H", "H", "H", "H", "H", "H", "C", "N", "C", "C", "O", "H", "H", "H", "H", "H", "H", "H", "C", "N", "C", "C", "O", "H", "H", "H", "H", "H", "H", "H", "C", "N", "C", "C", "O", "H", "H", "H", "H", "H", "H", "H", "C", "N", "C", "C", "O", "H", "H", "H", "H", "H", "H", "H", "C", "N", "C", "C", "O", "H", "H", "H", "H", "H", "H", "H"], "xyz": [[-1.616, -1.603, 5.068], [-1.531, -0.327, 4.307], [-2.801, 0.398, 4.407], [-3.670, 0.408, 3.453], [-3.660, -0.184, 2.384], [-4.898, 1.263, 3.937], [-5.763, 0.566, 4.687], [-4.548, 2.285, 4.686], [-5.497, 1.688, 2.847], [-1.526, -2.409, 4.309], [-2.603, -1.743, 5.458], [-0.935, -1.650, 5.918], [-1.215, -0.425, 3.235], [-0.763, 0.284, 4.822], [3.205, 5.119, 2.988], [1.995, 4.325, 2.975], [0.993, 4.634, 3.920], [1.776, 3.330, 2.066], [0.800, 2.635, 2.051], [3.939, 4.780, 2.244], [3.780, 4.879, 3.865], [3.115, 6.222, 3.016], [1.327, 4.315, 4.933], [0.864, 5.677, 3.936], [0.078, 4.112, 3.733], [2.622, 3.199, 1.412], [-1.256, 5.163, -0.119], [-1.946, 4.067, -0.722], [-3.324, 3.921, -0.431], [-1.224, 3.034, -1.170], [-1.671, 1.930, -1.356], [-1.640, 6.118, -0.545], [-0.171, 5.124, -0.273], [-1.435, 5.236, 0.936], [-3.861, 4.861, -0.638], [-3.706, 3.097, -1.015], [-3.512, 3.647, 0.586], [-0.208, 3.303, -1.493], [-4.103, -0.417, -1.890], [-4.738, 0.193, -3.007], [-3.976, 0.814, -4.037], [-6.092, 0.514, -2.922], [-6.707, 1.139, -3.686], [-3.367, 0.329, -1.490], [-3.578, -1.340, -2.062], [-4.760, -0.579, -1.020], [-3.349, 0.099, -4.594], [-4.693, 1.240, -4.742], [-3.234, 1.537, -3.658], [-6.520, 0.010, -2.057], [5.007, -2.554, -2.376], [4.806, -2.713, -0.921], [5.732, -2.103, 0.000], [3.611, -3.159, -0.509], [3.187, -3.202, 0.613], [6.122, -2.503, -2.534], [4.568, -1.663, -2.860], [4.648, -3.473, -2.879], [5.319, -2.405, 0.983], [6.765, -2.507, -0.268], [5.717, -1.010, -0.043], [3.055, -3.462, -1.422], [-0.356, -5.878, -0.303], [-0.679, -5.026, 0.812], [-1.002, -5.631, 2.132], [-0.527, -3.752, 0.783], [-0.567, -3.025, 1.751], [0.710, -6.008, -0.297], [-0.638, -5.509, -1.299], [-0.859, -6.870, -0.255], [-0.524, -6.596, 2.225], [-0.665, -4.924, 2.843], [-2.093, -5.798, 2.168], [-0.301, -3.401, -0.231], [3.375, 0.598, -4.209], [3.246, -0.542, -5.130], [2.052, -1.349, -5.099], [4.268, -0.969, -5.828], [4.255, -2.019, -6.459], [4.301, 1.170, -4.347], [3.237, 0.274, -3.192], [2.534, 1.320, -4.300], [2.100, -2.151, -4.423], [1.128, -0.737, -4.967], [1.930, -1.790, -6.113], [5.173, -0.308, -5.725], [-0.722, -0.229, 0.513], [0.682, -0.500, 0.396], [1.505, -0.372, 1.568], [1.097, -0.783, -0.824], [2.267, -0.954, -1.128], [-1.174, -0.146, -0.440], [-0.841, 0.738, 1.056], [-1.260, -0.966, 1.103], [0.982, -0.698, 2.464], [2.320, -1.048, 1.512], [1.844, 0.642, 1.768], [0.273, -0.824, -1.559]], "forces_ev_per_a": [[-0.231, -1.479, -0.982], [0.948, 1.115, -0.527], [1.383, 0.273, 0.789], [-0.929, -1.284, -1.495], [0.079, 1.151, 1.707], [0.503, -0.906, -0.322], [-0.039, -0.525, -0.326], [0.526, 0.978, 0.230], [-0.806, 0.491, -0.488], [0.504, 0.015, 0.875], [-0.698, 0.105, 0.377], [0.153, -0.242, -0.409], [-0.634, -0.017, 1.005], [-0.733, 0.308, -0.535], [1.079, -0.434, 0.222], [0.497, -0.062, -1.633], [0.468, -0.886, 1.867], [0.886, 1.148, 1.123], [-1.257, -0.621, -0.260], [-0.710, 0.327, -0.468], [0.044, -0.031, 0.981], [-0.523, -0.586, -0.499], [-0.195, 0.257, -0.365], [-0.502, 1.443, 0.140], [-0.462, -0.203, -0.415], [0.549, -0.114, -0.702], [0.014, 1.732, -0.756], [1.083, 0.416, 0.362], [-0.991, 0.113, -0.305], [0.066, -0.120, -0.724], [-0.203, -0.823, -0.373], [0.357, -0.435, 0.165], [-0.313, -0.157, -0.125], [-0.102, -0.256, 0.762], [0.165, -0.363, -0.078], [-0.255, -0.003, -0.367], [0.004, -0.068, 0.935], [0.205, 0.056, 0.394], [1.160, 1.421, 1.914], [-1.970, 0.125, 0.011], [1.021, -0.110, -0.821], [3.209, -2.867, 2.238], [-2.186, 2.468, -2.766], [-0.227, -0.770, -0.251], [0.141, -0.459, -0.543], [-0.228, 0.000, -0.645], [-0.350, -0.147, 0.158], [0.332, 0.255, 0.132], [-0.542, 0.147, 0.079], [-0.357, -0.089, 0.559], [1.356, -0.608, 0.203], [0.309, 0.755, -1.349], [0.390, -0.843, 0.039], [-0.272, 0.097, -1.580], [-0.267, -0.325, 1.141], [-1.091, -0.099, 0.011], [-0.076, -0.277, 0.605], [0.135, 0.620, 0.118], [0.916, 0.143, -0.271], [-1.171, 0.637, 0.870], [0.073, -0.028, -0.176], [-0.341, -0.300, 0.480], [-0.372, -0.898, -0.638], [-1.234, -3.608, 1.035], [-0.702, -0.458, -1.903], [0.885, 2.347, -0.841], [-0.302, 0.885, 0.807], [0.611, -0.481, -0.236], [-0.044, 0.494, 0.470], [0.342, 0.715, 0.391], [0.306, -0.097, 0.057], [0.134, 0.403, 1.010], [0.396, 0.197, 0.283], [0.056, 0.442, -0.216], [-1.107, 0.465, -0.276], [-1.124, 1.799, 1.592], [-1.365, 0.996, -2.289], [1.705, -1.014, -0.727], [0.448, 0.466, -0.109], [-0.138, -0.502, -0.034], [0.471, -0.393, 0.614], [0.395, -0.397, -0.584], [0.073, -0.935, 1.211], [0.870, -0.257, 0.361], [0.206, 0.149, 0.674], [-0.464, -0.396, -0.303], [-0.549, 1.124, 2.158], [-1.240, 0.067, 0.196], [0.038, -0.064, 0.475], [0.953, 0.028, -0.156], [0.534, -0.018, -0.716], [-0.387, 0.193, -0.820], [-0.058, -0.446, -0.566], [0.178, -0.304, 0.005], [-0.523, -0.025, -0.151], [0.980, -0.511, -0.382], [-0.036, 0.032, -0.350], [0.168, -0.056, 0.021]], "mulliken_charge": [-1.232, 0.974, -0.341, 0.458, -0.555, 0.829, -0.273, -0.248, -0.221, 0.201, 0.384, 0.359, -0.555, 0.213, -0.895, 0.222, -1.016, -0.016, -0.547, 0.276, 0.393, 0.293, 0.316, 0.371, 0.245, 0.395, -1.003, 0.221, -0.926, -0.115, -0.487, 0.320, 0.325, 0.331, 0.337, 0.145, 0.388, 0.404, -0.710, 0.118, -0.769, 0.119, -0.505, 0.101, 0.350, 0.241, 0.283, 0.335, 0.160, 0.318, -0.827, 0.168, -0.969, 0.264, -0.624, 0.324, 0.229, 0.331, 0.307, 0.326, 0.272, 0.201, -0.999, 0.167, -1.038, 0.478, -0.750, 0.372, 0.338, 0.356, 0.396, 0.341, 0.280, 0.063, -0.723, 0.132, -0.875, 0.159, -0.619, 0.246, 0.179, 0.286, 0.237, 0.308, 0.346, 0.283, -0.520, 0.913, -0.670, -0.186, -0.692, 0.025, 0.082, 0.069, 0.081, 0.365, 0.074, 0.482]}

Entry 2:
{"formula": "C25H54NO10P2", "method": "the ωB97M-V functional and the def2-TZVPD basis", "e_lumo_ev": 0.29, "homo_lumo_gap_ha": 0.06042, "total_charge": -1, "multiplicity": 1, "mol_weight_g_mol": 590.7, "e_homo_ha": -0.0499, "symbols": ["C", "C", "O", "O", "C", "C", "C", "C", "C", "C", "C", "N", "C", "C", "C", "C", "C", "C", "C", "C", "C", "C", "H", "H", "H", "H", "H", "H", "H", "H", "H", "H", "H", "H", "H", "H", "H", "H", "H", "H", "H", "H", "H", "H", "H", "H", "H", "H", "H", "H", "H", "H", "H", "H", "H", "H", "H", "H", "C", "O", "P", "O", "O", "C", "O", "C", "H", "H", "H", "H", "H", "H", "H", "H", "H", "C", "O", "P", "O", "O", "C", "O", "C", "H", "H", "H", "H", "H", "H", "H", "H", "H"], "xyz": [[4.127, -3.285, 1.252], [4.456, -3.768, -0.138], [5.524, -3.574, -0.630], [3.523, -4.460, -0.839], [2.189, -3.920, -0.814], [1.459, -4.260, -2.109], [2.305, -4.073, -3.374], [2.238, -2.614, -3.887], [3.609, -1.990, -4.199], [4.179, -1.195, -3.021], [3.607, 0.259, -2.827], [2.796, 0.718, -3.928], [2.764, 0.203, -1.558], [2.229, 1.586, -1.129], [0.692, 1.783, -1.058], [0.402, 3.239, -1.521], [-0.149, 0.857, -1.940], [-0.575, -0.434, -1.212], [-1.094, -1.402, -2.256], [-2.242, -2.087, -2.130], [-2.685, -2.652, -0.794], [-3.131, -2.263, -3.356], [3.069, -3.111, 1.415], [4.442, -4.079, 1.930], [4.714, -2.394, 1.444], [2.158, -2.853, -0.591], [1.658, -4.435, -0.008], [0.564, -3.639, -2.183], [1.104, -5.289, -2.023], [1.862, -4.728, -4.129], [3.323, -4.430, -3.241], [1.723, -2.037, -3.118], [1.609, -2.601, -4.780], [4.293, -2.830, -4.369], [3.569, -1.443, -5.140], [5.269, -1.164, -3.104], [3.947, -1.773, -2.120], [1.917, 0.206, -4.048], [3.309, 0.779, -4.791], [3.479, -0.115, -0.793], [1.995, -0.584, -1.605], [2.683, 2.350, -1.755], [2.612, 1.787, -0.123], [0.312, 1.742, -0.036], [0.962, 3.393, -2.446], [-0.644, 3.363, -1.798], [0.725, 3.972, -0.784], [0.294, 0.622, -2.904], [-1.090, 1.373, -2.155], [-1.384, -0.240, -0.512], [0.256, -0.848, -0.633], [-0.518, -1.522, -3.172], [-3.593, -3.232, -0.942], [-1.900, -3.292, -0.395], [-2.823, -1.841, -0.072], [-3.320, -1.276, -3.760], [-2.613, -2.876, -4.101], [-4.059, -2.776, -3.106], [0.013, -0.363, 4.215], [-1.143, -1.164, 4.012], [-2.349, -0.491, 3.027], [-1.548, 0.203, 1.985], [-2.822, 0.540, 4.250], [-3.049, 0.014, 5.553], [-3.872, -0.387, 2.281], [-5.064, -0.338, 3.050], [0.535, -0.768, 5.085], [0.674, -0.415, 3.350], [-0.253, 0.678, 4.414], [-2.238, 0.316, 6.218], [-3.111, -1.075, 5.552], [-3.989, 0.419, 5.933], [-5.206, 0.663, 3.462], [-5.058, -1.072, 3.859], [-5.900, -0.562, 2.388], [-1.238, 7.153, 3.544], [-0.771, 6.047, 2.781], [-1.808, 5.505, 1.635], [-2.431, 6.708, 1.055], [-2.780, 4.735, 2.706], [-2.209, 3.961, 3.771], [-1.966, 4.398, 0.477], [-2.057, 2.990, 0.799], [-0.614, 7.201, 4.437], [-1.128, 8.078, 2.982], [-2.278, 7.018, 3.839], [-2.342, 4.493, 4.715], [-1.146, 3.774, 3.622], [-2.727, 3.005, 3.821], [-3.062, 2.769, 1.151], [-1.325, 2.705, 1.548], [-1.867, 2.414, -0.101]], "forces_ev_per_a": [[-0.173, -0.340, -0.081], [-0.151, 0.439, -0.278], [0.745, -0.287, -0.038], [-0.205, 0.428, 0.049], [-0.813, -0.634, 0.400], [0.543, -0.344, -0.010], [-0.782, 0.109, -0.242], [0.315, -0.242, -0.052], [0.134, -0.771, 0.304], [0.036, 0.899, -0.412], [-0.519, -1.410, 0.152], [-0.038, 0.682, 0.359], [1.222, 1.065, -0.074], [-0.433, -0.619, 0.882], [-0.015, 1.335, -0.997], [0.338, -0.656, -0.446], [-0.581, -0.328, 0.939], [0.517, -1.031, -0.410], [-0.223, -0.247, 0.512], [0.200, -0.043, -0.223], [-0.119, 1.010, -0.351], [0.878, -0.957, 0.355], [-0.031, 0.097, 0.026], [0.034, 0.039, 0.110], [-0.018, 0.067, 0.074], [0.394, 0.113, -0.245], [-0.082, 0.208, 0.145], [-0.045, 0.045, 0.127], [0.107, -0.103, -0.091], [0.084, -0.011, -0.106], [0.084, 0.148, 0.214], [0.023, 0.281, -0.126], [-0.123, 0.121, 0.012], [0.057, 0.006, -0.214], [0.061, 0.295, 0.103], [0.061, -0.143, 0.009], [0.216, -0.118, 0.097], [0.002, -0.151, -0.362], [-0.124, -0.086, -0.118], [-0.211, -0.255, 0.157], [-0.277, 0.078, -0.035], [-0.086, -0.115, -0.302], [0.029, 0.078, 0.033], [0.152, -0.525, 0.106], [0.063, 0.178, 0.023], [-0.139, 0.296, 0.387], [-0.085, 0.136, -0.014], [0.313, 0.132, 0.048], [0.001, 0.040, -0.236], [0.130, 0.162, 0.188], [0.059, 0.121, 0.065], [-0.453, 0.896, -0.459], [-0.139, 0.032, 0.338], [-0.006, -0.114, -0.004], [-0.313, -0.164, 0.183], [-0.255, -0.062, -0.218], [-0.116, 0.121, -0.238], [-0.118, 0.093, -0.036], [0.375, 0.205, -0.126], [-1.681, -1.702, -0.440], [1.292, 4.300, 0.121], [-0.226, -0.540, 0.025], [-0.231, -0.507, -0.192], [0.034, 0.162, 0.064], [0.723, -1.692, 0.569], [-0.204, -0.070, 0.012], [-0.132, -0.090, -0.022], [-0.078, 0.112, -0.036], [-0.007, -0.018, -0.082], [0.004, -0.067, 0.017], [0.031, 0.007, 0.075], [0.018, 0.038, -0.050], [0.080, -0.044, 0.067], [-0.085, 0.056, 0.003], [0.099, -0.070, -0.049], [-0.022, 0.372, 0.126], [1.512, -1.688, -1.538], [-4.689, 1.347, 1.021], [0.543, -0.029, -0.083], [0.414, -0.057, 0.068], [-0.259, 0.020, -0.007], [2.313, 0.167, 0.688], [0.015, -0.207, 0.008], [0.053, -0.117, -0.067], [-0.115, -0.038, -0.069], [-0.019, 0.005, -0.088], [0.046, 0.031, 0.007], [-0.003, -0.006, 0.057], [-0.006, 0.019, -0.052], [0.020, 0.074, 0.114], [-0.034, -0.151, -0.029], [0.093, 0.190, -0.089]], "mulliken_charge": [-0.997, 0.779, -0.559, -0.340, -0.172, -0.512, -1.347, 1.162, -1.494, 0.364, -1.233, -0.266, 1.284, -1.787, 2.191, -2.149, -2.009, 1.074, -0.825, 0.775, -1.046, -1.691, 0.292, 0.330, 0.309, 0.016, 0.544, -0.089, 0.517, 0.379, 0.540, -1.199, 0.633, 0.566, 0.389, 0.574, -0.673, 0.031, 0.386, 0.303, -0.834, 0.429, 0.286, -0.206, 0.713, 0.398, 0.220, 0.230, 0.889, 0.187, 0.045, 0.176, 0.496, 0.168, 0.044, 0.355, 0.302, 0.422, -0.532, -0.372, 0.333, -0.094, -0.073, -1.042, -0.187, -0.709, 0.276, 0.145, 0.201, 0.229, 0.421, 0.307, 0.205, 0.316, 0.245, -0.678, -0.381, 1.254, -0.750, -0.408, -0.613, -0.419, -0.542, 0.242, 0.260, 0.327, 0.352, 0.398, 0.050, 0.404, 0.282, 0.186]}

Question: What is the formula in the second record?
Answer: C25H54NO10P2